(1)
36
Properties=species:S:1:pos:R:3:forces:R:3:lowdin_charge:R:1 method="wB97M-V/def2-TZVPD" energy_ha=-917.01849 lumo_energy_ev=-0.55 largest_force_ev_per_a=9.66 homo_lumo_gap_ev=8.68
O -0.63061 -0.35247 2.44533 2.7 0.9 2.5 0.0888
H -0.08961 -1.00347 2.86033 0.9 -0.6 0.5 0.0969
H -0.34661 -0.26447 1.56933 1.0 0.8 -2.7 -0.0033
O -1.08261 -2.62847 -0.73767 5.3 -2.9 2.9 -0.0897
H -0.09261 -2.53147 -0.63467 -1.1 0.7 -0.4 0.0617
H -1.06961 -3.49047 -0.18467 -1.1 1.7 -1.2 0.1535
O 2.19539 -0.53747 1.20333 0.4 1.6 2.6 -0.1090
H 1.98239 -0.96847 0.35733 1.6 0.1 0.7 -0.0435
H 3.10339 -0.30747 1.57433 -1.8 -1.0 -1.9 0.1048
O 2.72439 1.65153 -1.07567 3.5 3.9 -5.2 0.0451
H 3.01539 2.29653 -0.48067 0.9 1.9 1.2 0.0472
H 2.31439 1.11353 -0.55067 -4.3 -5.5 4.8 -0.0846
O 2.08039 -2.09047 -0.67167 0.4 -3.3 0.5 -0.0054
H 2.07139 -3.07447 -0.81467 0.4 1.3 0.5 0.1258
H 1.68539 -1.78147 -1.44267 -0.9 1.3 -2.5 0.0283
O 1.79939 1.21353 -3.41967 -1.7 -1.9 -0.3 -0.1218
H 2.11739 1.84453 -2.75067 -0.4 -1.0 0.3 0.0009
H 1.27239 0.43853 -2.99767 1.7 2.6 -0.6 0.0576
O -2.79261 -0.76147 2.19033 -2.0 0.8 0.4 -0.1684
H -3.01661 0.09653 2.63233 -0.1 -1.2 -0.7 0.0318
H -1.77161 -0.71847 2.31433 -2.6 -0.5 -0.2 -0.1576
O 1.30639 2.06153 2.32133 -0.4 0.9 -0.6 -0.0697
H 1.95239 2.21453 3.01633 -0.1 -1.0 -0.2 0.0332
H 1.14139 1.15253 2.01733 0.8 0.3 0.8 -0.0126
O -3.09361 -2.72547 -1.70567 2.8 -0.5 1.4 -0.1074
H -2.42761 -2.38847 -0.95867 -2.8 -0.9 -2.7 0.0063
H -3.80561 -2.17447 -1.57967 -3.0 1.7 0.2 -0.0344
O -1.39961 2.78653 1.01933 -2.2 -1.3 3.2 0.0235
H -0.90061 2.66653 0.28333 2.5 -0.6 -3.2 -0.0447
H -1.59861 3.68953 1.05933 -0.4 2.0 0.2 0.0193
O -0.26161 0.30653 -0.27667 3.3 -7.4 3.0 -0.0906
H -0.85361 0.74953 -0.91667 0.6 -1.5 1.6 -0.2339
H -0.49961 -0.72347 -0.34067 0.6 3.6 0.3 0.0817
O -1.43661 1.51253 -1.45967 3.3 5.2 -2.9 0.2265
H -1.31061 1.23853 -2.32767 1.9 -0.4 -3.3 0.1080
H -2.28161 1.48953 -1.53767 -9.6 0.3 1.0 0.0358



(2)
10
Properties=species:S:1:pos:R:3:forces:R:3:lowdin_charge:R:1 method="wB97M-V/def2-TZVPD" energy_ha=-624.85632 lumo_energy_ev="0.69 / -3.43" largest_force_ev_per_a=9.04 multiplicity=3 homo_lumo_gap_ev="6.27 / 6.37"
C 0.26670 0.89203 -0.08713 1.3 0.7 1.2 -0.2907
C 0.87700 -0.46799 -0.18363 -2.9 -0.9 8.5 -0.2878
N -1.66968 -0.29046 -0.50628 -2.6 2.4 -1.6 -0.2360
O -0.97558 0.85443 -0.73384 -2.3 0.1 -0.7 -0.1234
O -1.53003 -0.72984 0.88955 -0.4 1.0 1.1 -0.3056
P -0.64528 -1.62247 -0.16330 3.0 -2.7 -0.9 0.7980
H 0.03019 1.13970 0.98222 0.8 0.2 -1.1 0.1222
H 0.82245 1.69597 -0.63612 -0.3 -0.7 0.7 0.1485
H 1.62328 -0.68447 -0.78041 3.6 -1.0 -3.0 -0.0137
H 1.20095 -0.78691 1.21893 -0.1 1.1 -4.3 0.1885



(3)
72
Properties=species:S:1:pos:R:3:forces:R:3:lowdin_charge:R:1 method="wB97M-V/def2-TZVPD" energy_ha=-4756.71387 lumo_energy_ev="-6.86 / -7.42" largest_force_ev_per_a=0.79 total_charge=+2 multiplicity=2 homo_lumo_gap_ev="7.33 / 6.95"
Ru -0.03487 -0.46119 -0.56302 0.4 0.4 0.6 1.1516
C 0.06662 1.55092 -1.39493 0.0 0.2 0.0 -0.2597
C -0.22897 1.63707 0.01603 0.0 0.0 0.1 -0.2773
C -1.47447 0.99020 0.24254 0.0 0.1 0.1 -0.2825
C -1.94153 0.48910 -1.02456 0.1 -0.1 -0.4 -0.2808
C -1.01893 0.89327 -2.03707 -0.3 -0.2 0.0 -0.2550
C -1.17950 0.67363 -3.50434 0.0 0.0 0.0 -0.0007
C -3.23678 -0.21127 -1.25291 0.0 0.0 0.0 0.0055
C -2.32532 1.02704 1.47054 0.0 0.0 0.0 -0.0580
C 0.58848 2.38412 1.01362 0.0 0.0 0.1 -0.0113
C 1.24418 2.16618 -2.07602 0.0 0.0 0.0 0.0134
H -0.27975 0.94641 -4.05150 0.0 0.0 0.0 0.0862
H -1.99796 1.29889 -3.86781 0.0 0.0 0.0 0.1133
H -1.42761 -0.36099 -3.73879 0.0 0.0 0.0 0.0872
H -4.01299 0.52558 -1.47643 0.0 0.0 0.0 0.1152
H -3.55618 -0.76656 -0.37247 0.0 0.0 0.0 0.0897
H -3.17752 -0.89388 -2.09962 0.0 0.0 0.0 0.0900
H -3.26150 1.52915 1.21702 0.0 0.0 0.0 0.1113
H -1.85294 1.59247 2.26879 0.0 0.0 0.0 0.0407
H -2.57949 0.03340 1.84031 0.0 0.0 0.0 0.0681
H 0.34078 3.44705 0.95834 0.0 0.0 0.0 0.1164
H 1.65217 2.28392 0.81052 0.0 0.0 0.0 0.0694
H 0.39346 2.04164 2.02820 0.0 0.0 0.0 0.0424
H 0.90081 2.92418 -2.78254 0.0 0.0 0.0 0.1129
H 1.82762 1.43489 -2.63574 0.0 0.0 0.0 0.0782
H 1.91060 2.64560 -1.36362 0.0 0.0 0.0 0.0865
F 3.79771 -1.06010 6.63660 0.0 0.0 0.0 0.1869
C 3.27388 -1.11997 5.43344 0.0 0.0 0.0 -0.1173
C 3.97243 -1.71658 4.39914 0.0 0.0 0.0 -0.1248
F 5.16350 -2.24062 4.61658 0.0 0.0 0.0 0.1714
C 3.40444 -1.78010 3.13710 0.0 0.0 0.0 -0.1983
F 4.10548 -2.42828 2.20586 -0.1 0.0 -0.1 0.1158
C 2.15131 -1.22969 2.85968 0.0 0.0 -0.1 -0.2847
P 1.48913 -1.35258 1.16182 -0.1 -0.3 -0.3 1.0429
C 2.94631 -1.11717 0.11340 0.0 -0.1 0.0 -0.3861
C 3.33477 -1.99184 -0.89840 0.0 0.0 0.0 -0.1058
C 4.44448 -1.69656 -1.67607 0.0 0.0 0.0 -0.0527
C 5.16446 -0.53097 -1.45592 0.0 0.0 0.0 -0.0430
C 4.77668 0.34823 -0.45294 0.0 0.0 0.1 -0.0485
C 3.66875 0.06096 0.32715 0.1 0.0 -0.1 -0.1022
C 0.79214 -3.02014 1.01730 0.1 0.1 0.1 -0.3737
C -0.60510 -3.05065 1.04986 -0.1 0.0 0.0 -0.1514
C -1.28657 -4.25662 0.92950 0.0 0.0 0.0 -0.0685
C -0.56954 -5.43305 0.77376 0.1 0.0 0.0 -0.0493
C 0.82475 -5.40824 0.75673 -0.1 0.0 0.0 -0.0403
C 1.50856 -4.20904 0.88632 0.0 0.0 0.0 -0.0672
C 1.44809 -0.67768 3.93364 0.0 0.0 0.0 -0.5690
Br -0.31895 -0.08472 3.73968 0.0 -0.1 0.1 0.9604
C 2.00350 -0.61289 5.19696 0.0 0.0 0.0 -0.2539
F 1.33458 -0.08477 6.20845 0.0 0.0 0.0 0.1157
H 2.78200 -2.90428 -1.07809 0.0 0.0 0.0 0.0938
H 4.75530 -2.38637 -2.44976 0.0 0.0 0.0 0.1180
H 6.03628 -0.31149 -2.05761 0.0 0.0 0.0 0.1197
H 5.34710 1.24878 -0.26784 0.0 0.0 0.0 0.1197
H 3.39393 0.73144 1.13374 0.0 0.0 0.0 0.1063
H -1.16631 -2.13371 1.22591 0.0 0.0 0.0 0.0716
H -2.36763 -4.27779 0.97556 0.0 0.0 0.0 0.1202
H -1.09222 -6.37668 0.69036 0.0 0.0 0.0 0.1208
H 1.37911 -6.33297 0.66545 0.0 0.0 0.0 0.1211
H 2.59084 -4.20258 0.89402 0.0 0.0 0.0 0.1127
C 0.38342 -5.03459 -3.76101 0.0 0.0 0.0 0.0279
N 0.56552 -3.65013 -3.32671 0.0 0.0 0.0 -0.0914
C 1.29789 -2.68582 -3.97329 0.1 0.0 0.0 -0.0165
C 1.21707 -1.56449 -3.21226 -0.1 -0.1 0.0 -0.1248
N 0.44298 -1.83586 -2.10364 -0.1 0.0 0.1 -0.0645
C 0.06970 -3.10604 -2.21078 0.0 -0.1 0.0 -0.1238
H 0.64825 -5.10703 -4.81147 0.0 0.0 0.0 0.1030
H -0.65718 -5.32332 -3.63860 0.0 0.0 0.0 0.1042
H 1.02247 -5.69770 -3.18215 0.0 0.0 0.0 0.1019
H 1.80363 -2.87991 -4.90317 0.0 0.0 0.0 0.1400
H 1.67159 -0.60523 -3.38014 0.0 0.0 0.0 0.1047
H -0.54426 -3.64668 -1.50713 0.0 0.0 0.0 0.1265



(4)
13
Properties=species:S:1:pos:R:3:forces:R:3:lowdin_charge:R:1 method="wB97M-V/def2-TZVPD" energy_ha=-639.78003 lumo_energy_ev=0.81 largest_force_ev_per_a=3.50 homo_lumo_gap_ev=9.34
H -3.97967 -0.49675 1.16915 0.9 0.2 -0.3 0.0670
N -3.16323 0.18215 1.09677 -1.9 0.1 2.0 -0.0393
N -2.56699 0.18061 0.05188 1.6 0.1 -1.2 -0.0446
H -2.83459 -0.56070 -0.59352 -0.5 -0.4 -0.5 0.0439
N 0.68867 -1.17591 -0.03286 -1.1 -2.0 -2.6 -0.2493
P 1.58244 0.01104 0.64483 1.5 1.8 0.7 0.6373
N 1.06121 1.23655 -0.55334 -2.1 -1.2 1.7 -0.2025
O 3.22159 0.07525 0.22800 -1.3 -0.8 1.7 -0.3471
H 0.41889 -0.98783 -1.03005 0.4 -0.5 1.2 0.0503
H 0.63204 -2.19390 0.19930 0.3 1.7 0.1 0.0610
H 0.02239 1.35005 -0.27978 1.8 0.0 -0.9 0.0302
H 1.50110 2.08614 -0.24074 0.2 0.5 0.0 -0.0032
H 3.41615 0.29330 -0.65963 0.2 0.3 -1.8 -0.0036